Here is a 2-piece molecular cluster, C15H24Cl2IN3O overall at a distorted geometry from the Open Molecules 2025 dataset. Energies are from the ωB97M-V functional and the def2-TZVPD basis.

The HOMO-LUMO gap is 2.744 eV. The calculation puts the HOMO energy at -4.08 eV. Its LUMO energy is -1.338 eV. The calculation puts the relative energy (zero: lowest compared OMol25 entry of this formula, charge and spin) at 1.501 eV.

Each line ends with the Löwdin charge.
Positions of all 46 atoms, in Å:
C  1.73373  2.73084  2.25937  -0.08
C  2.06795  3.79417  1.16565  -0.67
Cl  3.77616  4.02553  0.71229  0.64
C  1.08193  4.51245  0.53752  -0.66
Cl  1.42611  5.71345  -0.73990  0.61
C  -0.36128  4.17063  1.00567  -0.27
N  -1.24526  3.21939  0.47787  0.20
C  -2.34215  3.30077  1.29458  -0.02
N  -2.17472  4.25533  2.27086  0.07
C  -0.89790  4.85977  2.15068  -0.64
I  0.08566  6.34552  3.30937  0.94
H  2.67404  2.57714  2.86486  0.09
H  1.35715  1.78020  1.79501  0.08
H  0.96330  3.08626  3.00362  0.07
H  -1.02612  2.60531  -0.32169  0.18
H  -3.22987  2.63916  1.15791  0.17
H  -2.85080  4.47355  3.00744  0.17
C  -0.19091  -2.77248  1.39997  -0.05
C  0.54406  -2.02909  0.26718  -0.52
C  1.36942  -3.03545  -0.55807  -0.16
C  0.55302  -3.97851  -1.43707  -0.19
C  -0.78364  -3.38619  -1.88447  -0.16
C  -0.84592  -1.84625  -1.87026  -0.54
N  -0.51857  -1.38584  -0.52393  -0.22
O  -0.56970  -0.00444  -0.39376  -0.35
C  -2.30498  -1.47047  -2.17871  -0.06
C  0.04238  -1.27946  -2.99336  -0.04
C  1.56317  -1.08582  0.92442  -0.07
H  -0.75398  -2.07399  2.02368  0.08
H  0.51303  -3.30439  2.05369  0.07
H  -0.89736  -3.50902  1.01235  0.07
H  2.06689  -2.48780  -1.19996  0.10
H  2.00528  -3.63459  0.10511  0.11
H  1.15170  -4.24864  -2.31285  0.10
H  0.36650  -4.91638  -0.90508  0.10
H  -1.02932  -3.77074  -2.88003  0.11
H  -1.56632  -3.77722  -1.22539  0.10
H  -2.97222  -1.81093  -1.38222  0.08
H  -2.63921  -1.93714  -3.11197  0.07
H  -2.43425  -0.39151  -2.29047  0.06
H  -0.27721  -1.66770  -3.96729  0.07
H  1.09672  -1.53906  -2.87507  0.07
H  -0.02471  -0.19070  -3.04744  0.06
H  2.27585  -1.65497  1.53087  0.08
H  1.08432  -0.36753  1.59252  0.05
H  2.13805  -0.53315  0.17645  0.08